(1)
Formula: C4H7NO
Source: OMol25
Level of theory: the ωB97M-V functional and the def2-TZVPD basis

Geometry (Å):
H -2.62339 0.88988 -0.72506
C -1.24117 -0.51941 0.33573
H 1.50462 -1.15844 0.91974
N -0.40910 0.11078 -0.83061
O 1.04921 1.79462 0.13903
H -1.83849 -1.42817 0.20930
H -0.71430 -0.58629 1.32061
C 0.73916 0.60570 -0.27510
H 1.73917 -1.26124 -1.10294
C 1.75007 -0.62602 -0.21113
H -1.29966 1.60940 0.38905
H 2.82277 -0.27039 0.07489
C -1.47888 0.83956 -0.24349

Properties
HOMO level in eV: -10.066
Structure (SMILES): CC(=O)N1CC1
LUMO energy in eV: 0.9262
ΔE to the lowest compared entry with this formula, charge and spin in eV: 3.7515
Total energy in eV: -7795.8929
Frontier orbital gap in hartree: 0.4040

(2)
Formula: C4H7NO
Source: OMol25
Level of theory: the ωB97M-V functional and the def2-TZVPD basis

Geometry (Å):
C 0.11751 1.88020 -0.08059
H -1.01600 -1.86743 0.01812
H 0.75700 -0.26595 -1.92551
O -0.15237 2.53768 -1.06390
C 0.44628 -0.27856 1.08743
C -0.00272 -1.64328 -0.31846
H 0.72097 -1.55553 0.59016
H 0.33880 2.31503 0.91436
H 1.46822 -0.14709 1.50303
H -0.28241 -0.26474 1.89611
N 0.17406 0.53697 -0.06009
H -0.99567 -0.16940 -1.66920
C -0.03395 -0.36052 -1.17093

Properties
HOMO level in eV: -8.899
LUMO energy in eV: 0.4170
ΔE to the lowest compared entry with this formula, charge and spin in eV: 4.9867
Total energy in eV: -7794.6577
Frontier orbital gap in hartree: 0.3423

(3)
Formula: C4H7NO2
Source: OMol25
Level of theory: the ωB97M-V functional and the def2-TZVPD basis

Geometry (Å):
C 1.35229 -0.64271 -1.00089
H -2.89774 1.87760 -0.83946
C 0.40082 -0.75914 0.09682
N 0.00223 0.02605 1.24061
O 1.17105 0.09548 2.12381
C -0.39904 -1.38491 0.86663
H 1.01361 0.18115 -1.62729
H -0.78295 -2.35882 1.13300
C -1.86420 1.48228 -0.81738
O -1.22791 1.30608 -1.83029
H 0.96984 0.90421 2.62109
H -1.46158 1.26576 0.18674
H 1.39129 -1.56693 -1.58492
H 2.33228 -0.42611 -0.56849

Properties
HOMO level in eV: -8.907
Structure (SMILES): CC1=CN1O.C=O
LUMO energy in eV: 1.0029
ΔE to the lowest compared entry with this formula, charge and spin in eV: 6.0804
Total energy in eV: -9841.1993
Frontier orbital gap in hartree: 0.3642